Here is a single H3NO2S2 molecule from the Open Molecules 2025 dataset. Energies are from wB97M-V/def2-TZVPD.

For the highest occupied orbital energy, the calculation gives -0.32704 Eh. For the LUMO energy, the calculation gives 0.124 eV.

Bonds (Å) are listed after each position.
Atoms and positions in Å:
1 N -0.835 0.598 1.141  S5 1.702, H6 1.039, H7 0.981
2 O -0.124 -1.306 -0.325  S4 1.748, S5 1.718
3 O 1.347 0.656 -0.268  S5 1.418
4 S 0.031 -1.522 -2.052  O2 1.748, H8 1.362
5 S 0.631 -0.129 0.671  N1 1.702, O2 1.718, O3 1.418
6 H -0.878 0.460 2.170  N1 1.039
7 H -0.782 1.542 0.880  N1 0.981
8 H 0.609 -0.299 -2.217  S4 1.362